Entry 1:
Molecular formula: C6H16N4O2
Method: DFT, ωB97M-V/def2-TZVPD

Output
HOMO-LUMO gap = 0.2930 Ha
Net charge = +2
Molar mass = 176.2 g/mol
LUMO = -6.026 eV
ΔE to the lowest compared entry with this formula, charge and spin = 462.06 kJ/mol
Energy = -607.0025 Eh

Structure (XYZ):
```
28
Properties=species:S:1:pos:R:3:forces:R:3
C 12.19542 1.00144 0.01126 -0.33 0.56 0.43
C -8.18714 -1.09245 -0.27080 0.71 -0.95 -1.16
C 11.77930 -1.92855 -0.28804 -2.52 5.90 -1.18
C -10.54735 2.45709 0.96456 0.66 2.11 -1.87
C 13.24162 0.24330 -0.56640 -0.18 -0.05 -0.44
C 13.15341 -1.25364 -0.23891 -0.73 -0.89 -4.04
N -8.70707 -2.55556 1.54903 -0.81 0.24 0.36
N -8.17045 -2.10539 0.37038 -0.18 1.49 -0.57
N -9.25487 1.77507 -0.91677 0.90 3.11 -0.82
N -10.10132 1.36628 0.07806 -0.84 -1.04 2.75
O 11.46573 1.70346 0.47195 -0.33 -0.11 0.05
O -8.03120 -0.33064 -1.19260 0.14 -1.19 0.98
H 12.00133 -2.90879 -0.25117 -0.22 -3.51 0.12
H 11.17379 -1.56827 -1.22811 1.29 -1.32 1.30
H 11.07934 -1.52739 0.53866 1.29 -1.08 -0.78
H -11.61006 2.40765 1.18101 -0.03 -0.21 -0.14
H -10.00810 2.52644 1.90116 0.31 -0.08 -0.05
H -10.37621 3.40772 0.29928 -0.58 -1.00 1.75
H 13.13552 0.51560 -1.64782 0.60 -0.26 0.57
H 14.10172 0.68755 -0.03680 0.27 0.07 -0.70
H 13.88066 -1.82808 -0.90006 -0.87 1.06 0.63
H 13.46445 -1.38078 0.69427 1.76 -0.38 4.03
H -9.55251 -3.07116 1.35173 -0.42 0.08 -0.26
H -8.09765 -3.24331 1.91105 1.08 -0.69 0.53
H -10.92443 0.95769 -0.25295 -1.04 -1.07 -1.14
H -8.53948 1.06402 -1.19047 0.40 -0.18 0.97
H -8.90685 2.68665 -0.51825 0.55 -1.05 -1.09
H -9.65760 1.99403 -1.82326 -0.88 0.43 -0.25
```
Forces are in eV/Å.

=====

Entry 2:
Molecular formula: C41H46Br2CsN4O7PS2
Method: DFT, ωB97M-V/def2-TZVPD

Output
HOMO-LUMO gap = 0.2456 Ha
Net charge = -2
Molar mass = 1094.7 g/mol
LUMO = 3.333 eV
ΔE to the lowest compared entry with this formula, charge and spin = 281.26 kJ/mol
Energy = -8641.6826 Eh

Structure (XYZ):
```
104
Properties=species:S:1:pos:R:3:forces:R:3
Cs -0.14947 -0.22309 0.41123 0.66 -0.38 -1.67
Br -2.54277 3.93291 3.90923 -0.46 0.30 0.20
C -1.10547 3.41011 2.76973 0.13 0.41 -0.31
Br 0.11773 2.29181 3.71933 0.37 -0.40 0.11
H -0.57127 4.30561 2.45313 -0.06 -0.15 0.10
H -1.50817 2.86071 1.92043 0.02 0.05 0.03
O -5.38607 2.93661 -4.52077 -0.20 -0.58 -0.17
C -4.86077 3.96971 -4.09147 0.30 -0.07 0.69
O -4.74347 5.08631 -4.61367 0.06 0.65 -0.12
C -4.26067 3.84351 -2.65057 -0.20 0.13 -0.30
C -4.35247 4.88801 -1.73627 -0.04 -0.09 -0.19
C -3.85327 4.71301 -0.45707 -0.07 0.13 0.11
N -3.23467 3.61541 -0.05477 0.07 -0.15 0.19
C -3.11847 2.61681 -0.93447 -0.28 0.44 -0.24
C -3.63437 2.67801 -2.22197 -0.08 0.00 0.11
C -2.29527 1.45871 -0.46747 0.35 0.54 0.53
O -2.33817 0.37141 -1.07737 -0.97 -0.50 -1.11
O -1.54127 1.64571 0.52343 -2.47 3.20 -0.39
H -4.81797 5.81791 -2.02927 0.00 0.06 -0.09
H -3.93277 5.49421 0.29523 -0.08 0.07 -0.07
H -3.54947 1.83661 -2.89337 -0.02 -0.08 -0.02
C -2.00837 -2.04849 -3.76037 0.03 -0.24 -0.18
N -1.23667 -0.88849 -3.41027 0.10 0.30 0.26
C -0.08197 -0.58389 -4.00747 -0.25 0.05 -0.08
S 0.53753 -1.53029 -5.23177 0.31 -0.59 -0.58
N 0.52773 0.55961 -3.60987 -0.20 0.01 0.50
C 1.88413 0.85371 -3.98847 0.30 0.09 -0.16
H -2.11297 -2.11049 -4.84577 -0.07 -0.02 0.11
H -2.98967 -1.96779 -3.30127 -0.03 0.05 0.10
H -1.50887 -2.96439 -3.42487 -0.10 0.01 -0.02
H -1.57317 -0.31749 -2.63947 -0.17 0.09 0.09
H 0.22043 0.96211 -2.73107 -0.03 0.02 -0.16
H 2.60623 0.38491 -3.30917 -0.01 0.05 -0.07
H 2.03093 1.93331 -3.97747 0.05 -0.05 0.01
H 2.04073 0.46151 -4.99497 0.06 0.16 0.18
C -4.39777 0.21401 2.07763 0.65 0.11 -0.06
S -2.65767 0.22121 2.68213 -1.12 -0.68 0.05
O -2.77847 0.26901 4.15093 0.07 0.09 1.06
C -2.34707 -1.52799 2.31643 -0.12 0.02 0.04
C -1.72917 -2.27909 3.29973 0.02 0.25 0.28
C -1.42067 -3.60759 3.06243 0.00 -0.12 -0.06
C -1.72977 -4.17859 1.83953 0.02 -0.13 0.12
C -2.34827 -3.42349 0.85873 -0.07 0.02 -0.09
C -2.65177 -2.09419 1.09163 -0.25 -0.18 -0.10
H -4.87617 -0.72349 2.33943 0.02 -0.09 0.11
H -4.38017 0.35761 1.00403 -0.12 0.04 -0.25
H -4.88697 1.05261 2.56503 0.09 0.12 0.00
H -1.50827 -1.80089 4.24613 0.02 -0.05 0.03
H -0.92547 -4.19369 3.82623 0.03 0.02 0.03
H -1.48017 -5.21279 1.64643 0.03 -0.07 -0.01
H -2.59507 -3.85929 -0.10007 0.04 -0.05 -0.05
H -3.11517 -1.50779 0.31493 -0.04 0.14 -0.18
C 1.80243 -5.57299 -2.81757 0.04 0.04 0.10
C 2.47473 -4.84619 -1.68747 0.19 0.11 -0.02
C 3.42243 -3.87799 -1.98677 0.02 0.10 -0.07
C 4.03943 -3.16899 -0.97207 0.01 -0.01 0.03
C 3.71053 -3.41429 0.34193 0.05 -0.11 -0.05
C 2.74003 -4.36499 0.66443 0.46 -0.12 -0.49
N 2.49283 -4.61919 2.00333 -0.46 -0.67 0.12
C 2.52833 -3.67939 3.03123 0.09 0.21 0.41
C 2.85263 -4.12749 4.31143 0.03 -0.02 -0.05
C 2.94883 -3.23929 5.36523 -0.04 -0.08 0.16
C 2.71353 -1.89019 5.16543 -0.04 0.12 0.07
C 2.35113 -1.44539 3.90443 0.19 -0.07 0.15
C 2.25483 -2.32459 2.83793 -0.18 -0.05 -0.08
C 1.72363 -1.80809 1.52113 0.40 -0.53 0.17
O 0.77213 -2.43389 1.01023 0.77 -2.16 0.68
O 2.18403 -0.73919 1.08293 2.23 0.01 0.65
C 2.13593 -5.11199 -0.35817 0.05 0.01 0.06
C 1.09233 -6.16439 -0.09007 0.15 0.18 0.06
H 2.18393 -5.21119 -3.76897 -0.05 0.01 -0.07
H 0.72743 -5.39969 -2.79227 -0.13 -0.05 -0.08
H 1.97223 -6.64989 -2.76457 -0.04 -0.08 -0.01
H 3.66183 -3.65459 -3.01787 -0.04 -0.04 -0.08
H 4.78043 -2.41889 -1.20957 0.02 0.09 0.01
H 4.18343 -2.85369 1.13433 0.05 0.02 0.03
H 1.93463 -5.43149 2.20913 0.09 0.13 -0.05
H 3.04023 -5.18289 4.46763 0.09 -0.04 -0.03
H 3.21843 -3.60619 6.34583 0.01 -0.03 0.10
H 2.79713 -1.19279 5.98793 -0.03 0.03 0.04
H 2.12703 -0.40149 3.74233 0.00 0.11 -0.13
H 1.01653 -6.43749 0.95973 -0.07 -0.06 0.02
H 1.30613 -7.07449 -0.65297 -0.06 -0.02 0.02
H 0.11943 -5.78839 -0.40327 -0.20 -0.07 0.00
C 2.11613 4.72891 -2.86677 -0.01 -0.34 0.19
P 1.35183 3.56661 -1.62607 -0.17 0.71 -0.06
C -0.37997 4.18251 -1.75887 0.20 -0.21 0.01
C 1.82253 4.42301 -0.05707 0.03 -0.35 -0.19
C 1.70473 5.79431 0.14463 -0.05 0.06 0.00
C 2.02623 6.35771 1.36633 -0.07 0.13 -0.03
C 2.47113 5.55791 2.40593 0.08 -0.09 0.08
C 2.60363 4.19391 2.21353 0.11 0.00 0.12
C 2.27873 3.62881 0.99073 0.01 0.03 -0.12
H 1.79313 5.75581 -2.70167 0.00 0.04 -0.01
H 1.80243 4.42301 -3.86517 -0.03 0.00 -0.03
H 3.20313 4.67511 -2.81677 0.05 0.00 0.00
H -0.44017 5.27001 -1.79527 0.04 0.05 -0.01
H -0.92647 3.82501 -0.89067 -0.06 0.02 0.07
H -0.85727 3.77081 -2.64797 -0.03 0.01 -0.06
H 1.33983 6.43701 -0.64407 -0.04 0.02 -0.11
H 1.91753 7.42361 1.51283 -0.02 0.08 0.00
H 2.71053 5.99591 3.36423 0.03 0.04 0.09
H 2.95173 3.56291 3.01763 -0.01 -0.04 0.06
H 2.37263 2.55961 0.84703 -0.01 -0.08 0.02
```
Forces are in eV/Å.